1.
{"formula": "C37H29MnN4O3PS", "method": "ωB97M-V with the def2-TZVPD basis set", "s_squared": 8.759, "e_homo_ev": [-7.085, -8.663], "charge": 0, "fmax_ev_per_a": 1.40, "spin_multiplicity": 6, "symbols": ["Mn", "C", "C", "C", "C", "C", "C", "N", "N", "C", "C", "C", "C", "C", "C", "H", "H", "H", "H", "H", "H", "H", "H", "H", "N", "C", "C", "C", "C", "C", "C", "P", "C", "C", "C", "C", "C", "C", "C", "C", "C", "C", "C", "C", "H", "H", "H", "H", "H", "H", "H", "H", "H", "H", "H", "H", "H", "H", "H", "H", "O", "S", "O", "N", "C", "O", "C", "C", "C", "C", "C", "C", "H", "H", "H", "H"], "coordinates": [[-0.3384, 1.4333, -0.9625], [4.5918, -1.2426, -1.4698], [3.5286, -1.2983, -2.3598], [2.6016, -0.2638, -2.3844], [2.7505, 0.8179, -1.5343], [3.8107, 0.8925, -0.6494], [4.7293, -0.1452, -0.6219], [1.7005, 1.8088, -1.6000], [2.0537, 2.9744, -1.4170], [0.9588, 3.9111, -1.4438], [1.3300, 5.2513, -1.4806], [0.3408, 6.2188, -1.5147], [-0.9948, 5.8330, -1.5188], [-1.3353, 4.4803, -1.4799], [-0.3691, 3.4815, -1.4302], [5.3101, -2.0497, -1.4346], [3.4059, -2.1393, -3.0287], [1.7658, -0.2919, -3.0769], [3.8977, 1.7450, 0.0116], [5.5583, -0.0993, 0.0719], [2.3802, 5.5177, -1.4887], [0.6065, 7.2669, -1.5380], [-1.7736, 6.5856, -1.5415], [-2.3907, 4.2237, -1.4878], [-2.5941, 1.2544, -0.6672], [-3.2468, 0.0021, -0.9454], [-4.6211, -0.0462, -1.1599], [-5.2509, -1.2636, -1.3485], [-4.5197, -2.4468, -1.3178], [-3.1524, -2.3950, -1.1305], [-2.4977, -1.1730, -0.9551], [-0.6865, -1.0723, -0.9317], [-0.0757, -1.8436, 0.5905], [1.3069, -1.8825, 0.7894], [1.8245, -2.3770, 1.9739], [0.9673, -2.8107, 2.9805], [-0.4040, -2.7508, 2.7961], [-0.9273, -2.2698, 1.6008], [-0.2101, -2.1835, -2.2966], [0.3438, -3.4375, -2.0586], [0.6860, -4.2692, -3.1200], [0.4743, -3.8531, -4.4236], [-0.0784, -2.6001, -4.6686], [-0.4135, -1.7695, -3.6122], [-2.5076, 1.3104, 0.3659], [-3.1695, 2.0475, -0.9492], [-5.1972, 0.8695, -1.1485], [-6.3209, -1.2915, -1.5048], [-5.0139, -3.3986, -1.4544], [-2.5709, -3.3088, -1.1496], [1.9847, -1.5241, 0.0236], [2.8968, -2.4058, 2.1130], [1.3701, -3.1808, 3.9141], [-1.0782, -3.0526, 3.5860], [-2.0024, -2.1943, 1.4878], [0.5167, -3.7669, -1.0434], [1.1161, -5.2423, -2.9243], [0.7403, -4.4993, -5.2492], [-0.2427, -2.2707, -5.6855], [-0.8387, -0.7921, -3.8247], [-3.1126, 1.8066, 3.9271], [-2.2360, 0.7343, 3.5528], [-2.6954, -0.6205, 3.7001], [-1.6559, 0.9667, 2.0470], [-0.3661, 1.2504, 2.0514], [0.3135, 1.4932, 1.0289], [0.2660, 1.2230, 3.4137], [1.5863, 1.4212, 3.7670], [1.9192, 1.3154, 5.1128], [0.9476, 1.0162, 6.0667], [-0.3799, 0.8128, 5.7063], [-0.6831, 0.9251, 4.3641], [2.3254, 1.6471, 3.0103], [2.9421, 1.4664, 5.4291], [1.2364, 0.9397, 7.1068], [-1.1338, 0.5783, 6.4436]], "lowdin_spin": [4.6094, 0.0004, 0.0001, 0.0027, 0.0080, 0.0013, 0.0006, 0.0469, 0.0296, 0.0177, 0.0025, 0.0098, 0.0024, 0.0183, 0.0376, 0.0000, 0.0000, 0.0013, 0.0002, 0.0001, 0.0003, 0.0005, 0.0002, 0.0018, 0.0529, 0.0071, 0.0017, 0.0011, 0.0012, 0.0011, 0.0047, 0.0362, 0.0030, 0.0013, 0.0000, 0.0010, 0.0000, 0.0013, 0.0066, 0.0019, 0.0003, 0.0013, 0.0001, 0.0040, 0.0030, 0.0027, 0.0003, 0.0001, 0.0001, 0.0001, 0.0002, 0.0000, 0.0001, 0.0000, 0.0001, 0.0001, 0.0000, 0.0001, 0.0000, 0.0030, 0.0005, 0.0005, 0.0004, 0.0055, 0.0100, 0.0518, 0.0014, 0.0006, 0.0000, 0.0004, 0.0001, 0.0005, 0.0001, 0.0000, 0.0000, 0.0000]}

***

2.
{"formula": "C21H25", "method": "ωB97M-V with the def2-TZVPD basis set", "de_lowest_ev": 1.126, "e_homo_ev": -11.914, "charge": 1, "fmax_ev_per_a": 3.02, "spin_multiplicity": 1, "symbols": ["C", "C", "C", "C", "C", "C", "H", "H", "H", "H", "H", "H", "H", "H", "H", "H", "C", "C", "C", "C", "C", "C", "C", "C", "C", "C", "C", "C", "C", "C", "C", "H", "H", "H", "H", "H", "H", "H", "H", "H", "H", "H", "H", "H", "H", "H"], "coordinates": [[-2.2600, -2.6307, 1.2629], [-0.7983, -2.5452, 1.1146], [-0.0432, -1.3989, 1.0152], [1.4353, -1.7193, 1.0335], [1.5155, -3.2600, 1.2686], [0.0497, -3.7875, 1.2165], [-2.5623, -3.6794, 1.1950], [-2.5820, -2.2617, 2.2466], [-2.7730, -2.0569, 0.4884], [-0.3902, -0.4350, 1.4653], [1.9759, -1.4478, 0.1162], [1.9100, -1.1942, 1.8701], [2.1281, -3.7499, 0.5049], [1.9598, -3.5043, 2.2457], [-0.2023, -4.4166, 2.0891], [-0.1100, -4.4305, 0.3368], [-2.6419, 4.6214, 2.8184], [-2.1436, 3.5755, 1.8506], [-2.9440, 2.4716, 1.5196], [-2.4470, 1.4425, 0.7352], [-1.1184, 1.4611, 0.2250], [-0.5882, 0.2185, -0.3232], [0.4435, 0.1942, -1.3427], [0.3323, -0.7643, -2.3857], [1.3713, -0.9915, -3.2644], [2.5492, -0.2379, -3.1865], [3.6910, -0.5306, -4.1191], [2.6208, 0.8050, -2.2578], [1.6160, 0.9868, -1.3072], [-0.4448, 2.7187, 0.3291], [-0.9085, 3.7075, 1.2000], [-1.8762, 5.3826, 3.0197], [-3.5274, 5.1233, 2.3990], [-2.9504, 4.1904, 3.7840], [-3.9461, 2.4234, 1.9608], [-3.1078, 0.6012, 0.5105], [-1.3677, -0.5396, -0.4808], [-0.5753, -1.3725, -2.4644], [1.3220, -1.8000, -4.0011], [4.4970, 0.2047, -4.0005], [4.1273, -1.5325, -3.9703], [3.3233, -0.4928, -5.1556], [3.5159, 1.4347, -2.2230], [1.7764, 1.6886, -0.4927], [0.4403, 2.9359, -0.2566], [-0.2919, 4.5920, 1.4105]], "nbo_charge": [-0.6805, 0.2100, -0.2801, -0.4386, -0.3942, -0.4682, 0.2407, 0.2583, 0.2272, 0.2914, 0.2217, 0.2248, 0.2212, 0.2230, 0.2454, 0.2394, -0.6491, 0.0679, -0.2146, -0.1596, -0.0992, 0.0232, -0.0852, -0.1445, -0.2208, 0.0654, -0.6470, -0.2219, -0.1542, -0.1502, -0.2146, 0.2297, 0.2431, 0.2397, 0.2313, 0.2190, 0.2298, 0.2192, 0.2329, 0.2291, 0.2410, 0.2395, 0.2315, 0.2208, 0.2234, 0.2329]}

***

3.
{"formula": "C4H9N", "method": "ωB97M-V with the def2-TZVPD basis set", "de_lowest_ev": 1.340, "e_homo_ev": -8.828, "charge": 0, "smiles": "C=CCNC", "fmax_ev_per_a": 2.33, "spin_multiplicity": 1, "symbols": ["C", "C", "C", "N", "C", "H", "H", "H", "H", "H", "H", "H", "H", "H"], "coordinates": [[-1.3966, 0.9440, -1.4610], [-1.3534, -0.2769, -0.9581], [-0.3859, -0.6564, 0.1416], [0.7115, 0.2964, 0.2295], [1.6630, -0.0586, 1.2773], [-2.1337, 1.1442, -2.2398], [-1.0461, 1.8874, -1.0681], [-2.1871, -0.9698, -0.9980], [-0.8427, -0.7141, 1.1324], [-0.0370, -1.6890, -0.0368], [1.2144, 0.3527, -0.6466], [2.4782, 0.6594, 1.1513], [1.2586, 0.1595, 2.2635], [2.0568, -1.0786, 1.2127]], "nbo_charge": [-0.4016, -0.1856, -0.2606, -0.6187, -0.4140, 0.1860, 0.2174, 0.2056, 0.1983, 0.1630, 0.3541, 0.1993, 0.1917, 0.1651]}